Entry 1:
This record from the OMol25 dataset describes a structure of composition C28H14CeF15GeO2PS5. The level of theory is wB97M-V/def2-TZVPD.

Its energy above the lowest of the compared OMol25 structures with the same formula, charge and spin is 0.0 kJ/mol. The expectation value of S² is 0.75. Its maximum force is 1.2 eV/Å. As for the HOMO-LUMO gap: 6.717 eV. The total energy comes out at -207037.26850 eV. For the highest occupied orbital energy, the calculation gives -4.665 eV.

The geometry in ORCA input format:
```
! wB97M-V def2-TZVPD RIJCOSX def2/J DEFGRID3
* xyz -1 2
Ce 1.66671 0.58319 0.12402
C -0.01440 7.10433 0.20275
C -0.50271 5.95277 1.04767
O 0.61340 5.15093 1.48691
P 0.87069 3.74400 0.78830
S 2.52293 2.97025 1.54288
S -0.66760 2.50868 0.85577
O 1.13135 4.17893 -0.73311
C 0.61569 3.55665 -1.92314
C 1.72860 2.94676 -2.73926
H -0.85617 7.73069 -0.10078
H 0.48849 6.74019 -0.69097
H 0.68380 7.72726 0.76149
H -1.21506 5.32268 0.50769
H -0.99119 6.29811 1.95879
H 0.11921 4.34999 -2.48628
H -0.15052 2.82522 -1.64497
H 2.42157 3.70801 -3.10073
H 1.30800 2.42798 -3.60261
H 2.36238 2.21966 -2.21371
S 4.19113 0.66940 -1.09274
C 5.05415 -0.82858 -0.74117
C 6.40376 -0.91946 -1.09906
C 7.14687 -2.05685 -0.84595
C 6.54735 -3.14297 -0.21509
C 5.21482 -3.06605 0.14817
C 4.45410 -1.92344 -0.10600
S 2.74177 -1.93752 0.35809
H 6.85819 -0.06291 -1.58132
H 8.18990 -2.09306 -1.13700
H 7.10916 -4.04518 -0.00707
H 4.74202 -3.90555 0.64231
F 0.45396 -0.33487 2.10190
C 0.19836 -1.68443 2.18294
C -0.66860 -2.26545 1.28162
C -0.82371 -3.63329 1.44682
F -1.64864 -4.34967 0.66925
C -0.15732 -4.35770 2.42578
F -0.34446 -5.67328 2.53032
C 0.69405 -3.70956 3.29685
F 1.34441 -4.38992 4.23601
C 0.87853 -2.34237 3.18213
F 1.70846 -1.71211 4.00088
Ge -1.59686 -1.26929 -0.18533
S -0.32326 -0.29938 -1.61626
C -2.86954 -0.05360 0.68048
C -3.04580 0.11046 2.03883
F -2.39589 -0.65653 2.92683
C -3.89140 1.07167 2.57317
F -4.02901 1.19919 3.89390
C -4.59401 1.90078 1.72180
F -5.40942 2.83129 2.21692
C -4.46313 1.75496 0.35150
F -5.15364 2.53965 -0.47536
C -3.60966 0.78268 -0.13829
F -3.54607 0.66348 -1.46880
C -2.63204 -2.59916 -1.22256
C -1.93313 -3.56818 -1.92402
F -0.61514 -3.70030 -1.77315
C -2.55188 -4.48664 -2.75621
F -1.84421 -5.41139 -3.40271
C -3.92953 -4.44373 -2.89485
F -4.54850 -5.31757 -3.68987
C -4.66313 -3.50751 -2.19356
F -5.99318 -3.47415 -2.30957
C -4.00155 -2.60968 -1.36607
F -4.78345 -1.73852 -0.70522
*
```

For each atom in turn, the Löwdin charge in e is: atom 1 (Ce): -0.069, atom 2 (C): -0.076, atom 3 (C): -0.286, atom 4 (O): -0.320, atom 5 (P): -0.146, atom 6 (S): 0.342, atom 7 (S): 0.398, atom 8 (O): -0.330, atom 9 (C): -0.291, atom 10 (C): -0.065, atom 11 (H): 0.076, atom 12 (H): 0.068, atom 13 (H): 0.079, atom 14 (H): 0.088, atom 15 (H): 0.118, atom 16 (H): 0.121, atom 17 (H): 0.046, atom 18 (H): 0.088, atom 19 (H): 0.091, atom 20 (H): -0.002, atom 21 (S): 0.542, atom 22 (C): -0.678, atom 23 (C): -0.146, atom 24 (C): -0.121, atom 25 (C): -0.121, atom 26 (C): -0.145, atom 27 (C): -0.652, atom 28 (S): 0.610, atom 29 (H): 0.088, atom 30 (H): 0.089, atom 31 (H): 0.089, atom 32 (H): 0.088, atom 33 (F): -0.070, atom 34 (C): -0.279, atom 35 (C): -0.113, atom 36 (C): -0.196, atom 37 (F): 0.097, atom 38 (C): -0.128, atom 39 (F): 0.127, atom 40 (C): -0.124, atom 41 (F): 0.137, atom 42 (C): -0.172, atom 43 (F): 0.145, atom 44 (Ge): 0.683, atom 45 (S): 0.278, atom 46 (C): -0.166, atom 47 (C): -0.225, atom 48 (F): 0.100, atom 49 (C): -0.144, atom 50 (F): 0.122, atom 51 (C): -0.132, atom 52 (F): 0.128, atom 53 (C): -0.144, atom 54 (F): 0.124, atom 55 (C): -0.270, atom 56 (F): 0.088, atom 57 (C): -0.133, atom 58 (C): -0.250, atom 59 (F): 0.102, atom 60 (C): -0.137, atom 61 (F): 0.126, atom 62 (C): -0.132, atom 63 (F): 0.124, atom 64 (C): -0.141, atom 65 (F): 0.117, atom 66 (C): -0.205, atom 67 (F): 0.094

---

Entry 2:
This record from the OMol25 dataset describes a structure of composition C33H28BiN3O3P. The level of theory is wB97M-V/def2-TZVPD.

Its maximum force is 0.1 eV/Å. As for the HOMO-LUMO gap: 7.568 eV. The total energy comes out at -60411.79914 eV. For the highest occupied orbital energy, the calculation gives -10.721 eV.

The geometry in ORCA input format:
```
! wB97M-V def2-TZVPD RIJCOSX def2/J DEFGRID3
* xyz 1 1
Bi 0.26888 -0.76256 0.01660
C 4.13426 0.30334 3.15499
O 3.73136 1.44319 2.38702
C 2.49652 1.92199 2.72095
C 2.37751 3.12521 3.37941
C 1.12352 3.67944 3.66229
C -0.00736 3.01308 3.26595
C 0.08377 1.79495 2.56168
C -1.14431 1.15716 2.18063
N -1.28435 0.17782 1.35075
N -2.57159 -0.30343 1.19193
C -2.59803 -1.45851 0.59003
O -1.53289 -2.06963 0.15238
C -3.91018 -2.09827 0.35442
C -3.97286 -3.27396 -0.38854
C -5.19823 -3.86553 -0.65088
C -6.36436 -3.28816 -0.16681
C -6.30296 -2.12097 0.58381
C -5.08101 -1.52444 0.84417
C 1.34515 1.21859 2.29570
O 1.48728 0.08362 1.64610
H 5.07225 -0.04290 2.72968
H 4.29103 0.59159 4.19663
H 3.39039 -0.49077 3.09893
H 3.28720 3.63502 3.67090
H 1.05391 4.61888 4.19161
H -0.98917 3.41671 3.48239
H -2.06663 1.51618 2.63341
H -3.05783 -3.72217 -0.75102
H -5.24396 -4.78187 -1.22451
H -7.32102 -3.75352 -0.36571
H -7.21162 -1.67835 0.97048
H -5.02136 -0.61537 1.42629
N 1.06417 1.66794 -0.70981
C 0.44433 2.45273 -1.75842
C 0.92530 3.71634 -2.07230
C 0.30004 4.47553 -3.04776
C -0.81935 3.98377 -3.70850
C -1.30027 2.72387 -3.39982
C -0.66416 1.94264 -2.43359
P -1.22566 0.26770 -2.06991
C -3.02516 0.28845 -2.16481
C -3.72712 -0.66776 -2.89132
C -5.11519 -0.65518 -2.88445
C -5.79727 0.30813 -2.15905
C -5.09686 1.26610 -1.43452
C -3.71444 1.25400 -1.42885
C -0.59808 -0.80220 -3.38722
C -0.03565 -0.31330 -4.56318
C 0.45282 -1.19795 -5.51369
C 0.38334 -2.56685 -5.29614
C -0.17232 -3.05961 -4.12307
C -0.65639 -2.18224 -3.16526
H 2.07233 1.61703 -0.83903
H 0.93919 2.14522 0.18401
H 1.78505 4.10738 -1.54161
H 0.68097 5.45954 -3.28567
H -1.31361 4.58218 -4.46150
H -2.17538 2.33614 -3.90734
H -3.20097 -1.41869 -3.46593
H -5.65975 -1.40292 -3.44504
H -6.87921 0.31298 -2.15339
H -5.63054 2.01781 -0.86839
H -3.17111 1.99376 -0.85252
H 0.02610 0.75278 -4.73981
H 0.88849 -0.81552 -6.42700
H 0.76575 -3.25166 -6.04109
H -0.22593 -4.12649 -3.95190
H -1.10102 -2.56772 -2.25243
*
```

For each atom in turn, the Löwdin charge in e is: atom 1 (Bi): 1.819, atom 2 (C): -0.049, atom 3 (O): -0.094, atom 4 (C): -0.247, atom 5 (C): 0.026, atom 6 (C): -0.067, atom 7 (C): -0.039, atom 8 (C): -0.164, atom 9 (C): -0.038, atom 10 (N): -0.156, atom 11 (N): 0.076, atom 12 (C): -0.482, atom 13 (O): -0.317, atom 14 (C): -0.158, atom 15 (C): -0.028, atom 16 (C): -0.069, atom 17 (C): -0.072, atom 18 (C): -0.072, atom 19 (C): -0.030, atom 20 (C): -0.325, atom 21 (O): -0.340, atom 22 (H): 0.094, atom 23 (H): 0.097, atom 24 (H): 0.083, atom 25 (H): 0.131, atom 26 (H): 0.110, atom 27 (H): 0.116, atom 28 (H): 0.143, atom 29 (H): 0.109, atom 30 (H): 0.107, atom 31 (H): 0.108, atom 32 (H): 0.108, atom 33 (H): 0.111, atom 34 (N): -0.001, atom 35 (C): -0.291, atom 36 (C): -0.013, atom 37 (C): -0.047, atom 38 (C): -0.053, atom 39 (C): -0.075, atom 40 (C): -0.316, atom 41 (P): 1.007, atom 42 (C): -0.361, atom 43 (C): -0.068, atom 44 (C): -0.060, atom 45 (C): -0.063, atom 46 (C): -0.063, atom 47 (C): -0.100, atom 48 (C): -0.377, atom 49 (C): -0.064, atom 50 (C): -0.058, atom 51 (C): -0.059, atom 52 (C): -0.060, atom 53 (C): -0.127, atom 54 (H): 0.116, atom 55 (H): 0.082, atom 56 (H): 0.123, atom 57 (H): 0.116, atom 58 (H): 0.115, atom 59 (H): 0.121, atom 60 (H): 0.105, atom 61 (H): 0.115, atom 62 (H): 0.114, atom 63 (H): 0.113, atom 64 (H): 0.110, atom 65 (H): 0.103, atom 66 (H): 0.113, atom 67 (H): 0.113, atom 68 (H): 0.114, atom 69 (H): 0.083

---

Entry 3:
This record from the OMol25 dataset describes a structure of composition C28H47BrNP3Sr. The level of theory is wB97M-V/def2-TZVPD.

Its energy above the lowest of the compared OMol25 structures with the same formula, charge and spin is 420.1 kJ/mol. Its maximum force is 3.7 eV/Å. As for the HOMO-LUMO gap: 3.632 eV. The total energy comes out at -130015.60821 eV. For the highest occupied orbital energy, the calculation gives -13.032 eV.

The geometry in ORCA input format:
```
! wB97M-V def2-TZVPD RIJCOSX def2/J DEFGRID3
* xyz 2 1
C 2.80661 -3.38149 -2.77526
C 3.55591 -2.19448 -2.62950
C 3.83394 -1.43283 -3.77606
C 3.41290 -1.92153 -5.02370
N 2.75164 -3.07328 -5.14483
C 2.43402 -3.78958 -4.06366
C 3.94390 -1.74184 -1.30974
C 4.01512 -1.50227 -0.10649
C 3.58228 -1.48478 1.27427
C 2.94743 -0.34404 1.81320
C 2.00462 -0.51413 2.88024
C 1.91004 -1.78620 3.33500
C 2.71629 -2.84802 3.10647
C 3.60423 -2.68785 2.01091
Sr -0.30280 -2.19990 2.32352
P -0.92577 -1.37284 -0.63947
H 4.33794 -0.47445 -3.68793
H 2.51589 -3.96560 -1.90408
H 3.62860 -1.34819 -5.92858
H 1.86935 -4.71840 -4.19641
H 4.28273 -3.47979 1.71019
H 3.12464 0.64327 1.39291
H 2.68410 -3.77314 3.69266
H 1.41466 0.32789 3.27189
C -2.45181 -0.32381 -0.80760
C -2.86953 0.18340 -2.18410
H -2.26310 0.54705 -0.15578
H -3.28034 -0.88672 -0.34623
H -3.80911 0.74859 -2.08927
H -2.13090 0.87361 -2.61419
H -3.06190 -0.62397 -2.90115
C 0.29898 -0.55428 -1.75632
C 0.14953 -0.80140 -3.25235
H 1.28810 -0.90393 -1.41725
H 0.27221 0.53022 -1.54109
H 0.97044 -0.30510 -3.78746
H 0.23018 -1.86825 -3.49756
H -0.78752 -0.41172 -3.66881
C -1.29411 -2.99043 -1.45847
C -2.37436 -3.02919 -2.53003
H -1.58158 -3.67349 -0.63845
H -0.34115 -3.36918 -1.86170
H -2.61068 -4.07453 -2.76736
H -3.30787 -2.55858 -2.20386
H -2.05508 -2.56118 -3.47019
Br -0.26965 -2.64842 4.97488
P 0.46212 2.33417 0.35862
C -0.29284 3.31202 -1.03453
C -0.73018 4.74376 -0.74238
H -1.17198 2.71393 -1.33743
H 0.41584 3.29005 -1.87893
H -1.25492 5.13804 -1.62266
H -1.42283 4.79533 0.10324
H 0.11235 5.41570 -0.53544
C -0.37059 3.03090 1.86674
C 0.30822 4.18421 2.59551
H -0.42644 2.15956 2.54133
H -1.40979 3.28926 1.60823
H -0.21851 4.36916 3.54127
H 1.34839 3.94883 2.84180
H 0.28893 5.12476 2.02705
C 2.22602 2.91104 0.42164
C 2.52882 4.31113 -0.09947
H 2.78735 2.16126 -0.16726
H 2.56390 2.81078 1.46550
H 3.61756 4.45259 -0.12625
H 2.13776 4.45699 -1.11212
H 2.11178 5.09327 0.55183
C -4.21557 -1.96746 2.85912
P -2.94885 -0.62844 2.88982
C -3.91318 0.82675 2.32086
C -2.95318 -0.33904 4.69857
H -4.70758 -2.00913 1.87655
H -4.96127 -1.80013 3.65217
H -3.70651 -2.92550 3.05444
H -4.75998 1.05509 2.98655
H -3.24098 1.69853 2.29296
H -4.28344 0.66083 1.30081
H -3.96665 -0.48564 5.10366
H -2.23809 -1.04580 5.16050
H -2.58472 0.67800 4.88654
*
```

For each atom in turn, the Löwdin charge in e is: atom 1 (C): -0.022, atom 2 (C): -0.235, atom 3 (C): -0.004, atom 4 (C): -0.108, atom 5 (N): 0.081, atom 6 (C): -0.125, atom 7 (C): 0.083, atom 8 (C): 0.072, atom 9 (C): -0.190, atom 10 (C): 0.051, atom 11 (C): -0.090, atom 12 (C): -0.269, atom 13 (C): -0.068, atom 14 (C): 0.047, atom 15 (Sr): 0.965, atom 16 (P): 0.866, atom 17 (H): 0.122, atom 18 (H): 0.111, atom 19 (H): 0.122, atom 20 (H): 0.119, atom 21 (H): 0.149, atom 22 (H): 0.104, atom 23 (H): 0.147, atom 24 (H): 0.143, atom 25 (C): -0.425, atom 26 (C): -0.137, atom 27 (H): 0.044, atom 28 (H): 0.065, atom 29 (H): 0.089, atom 30 (H): 0.063, atom 31 (H): 0.057, atom 32 (C): -0.413, atom 33 (C): -0.131, atom 34 (H): 0.047, atom 35 (H): 0.013, atom 36 (H): 0.079, atom 37 (H): 0.056, atom 38 (H): 0.064, atom 39 (C): -0.419, atom 40 (C): -0.141, atom 41 (H): 0.058, atom 42 (H): 0.069, atom 43 (H): 0.087, atom 44 (H): 0.067, atom 45 (H): 0.073, atom 46 (Br): 0.274, atom 47 (P): 0.945, atom 48 (C): -0.414, atom 49 (C): -0.141, atom 50 (H): 0.053, atom 51 (H): 0.082, atom 52 (H): 0.085, atom 53 (H): 0.063, atom 54 (H): 0.063, atom 55 (C): -0.438, atom 56 (C): -0.144, atom 57 (H): 0.034, atom 58 (H): 0.064, atom 59 (H): 0.081, atom 60 (H): 0.062, atom 61 (H): 0.072, atom 62 (C): -0.438, atom 63 (C): -0.141, atom 64 (H): 0.061, atom 65 (H): 0.060, atom 66 (H): 0.084, atom 67 (H): 0.066, atom 68 (H): 0.068, atom 69 (C): -0.277, atom 70 (P): 0.699, atom 71 (C): -0.270, atom 72 (C): -0.310, atom 73 (H): 0.049, atom 74 (H): 0.058, atom 75 (H): 0.034, atom 76 (H): 0.068, atom 77 (H): 0.029, atom 78 (H): 0.036, atom 79 (H): 0.060, atom 80 (H): -0.068, atom 81 (H): 0.053

---

Entry 4:
This record from the OMol25 dataset describes a structure of composition C15H16I2O4RuSSc. The level of theory is wB97M-V/def2-TZVPD.

The expectation value of S² is 8.79. Its maximum force is 8.6 eV/Å. As for the HOMO-LUMO gap (spin up / spin down): 5.931 / 5.147 eV. The total energy comes out at -74273.59407 eV. For the highest occupied orbital energy (spin up / spin down), the calculation gives -21.832 / -22.054 eV.

The geometry in ORCA input format:
```
! wB97M-V def2-TZVPD RIJCOSX def2/J DEFGRID3
* xyz 4 6
I 0.63715 0.88201 -3.69479
I -2.89483 0.32777 -1.96918
Ru -0.83479 -1.25217 0.93378
Sc 0.75367 0.57479 -0.71136
S -0.78019 -1.40873 -1.36000
C 1.04159 -1.23971 1.23661
C 1.89584 1.40258 1.37441
C -0.10866 -3.04115 -2.18448
C -1.33203 -3.57328 -2.95985
C 0.29833 -3.91525 -0.99425
C 1.03895 -2.72381 -3.13928
C -1.26277 0.04134 2.12378
C -1.47624 -2.72463 1.91417
O 2.54367 1.85614 2.21829
O 1.98941 -1.75325 1.70496
O -1.26492 0.92783 2.90148
O -1.73689 -3.67448 2.54672
H -1.15738 -4.58955 -3.36636
H -1.53387 -2.88733 -3.79504
H -2.23955 -3.59363 -2.32882
H 0.66021 -4.90699 -1.32472
H -0.54890 -4.05749 -0.30734
H 1.09655 -3.42848 -0.41887
H 1.44028 -3.64640 -3.60210
H 1.85990 -2.18486 -2.63091
H 0.67426 -2.05000 -3.93354
C -0.43219 2.46308 -0.91515
C -0.89906 3.25291 0.23183
C 0.04967 4.03215 0.91435
C -0.33906 4.91763 1.90594
C -1.68420 4.98135 2.30181
C -2.63782 4.13320 1.71182
C -2.25509 3.26846 0.68477
H -1.25076 1.92186 -1.41890
H 0.13522 3.05152 -1.65410
H 1.07347 3.94099 0.56512
H 0.43701 5.54959 2.34396
H -1.98575 5.70246 3.04976
H -3.68498 4.17944 2.05935
H -2.99881 2.64945 0.17026
*
```

For each atom in turn, the Löwdin charge in e is: atom 1 (I): 0.825, atom 2 (I): 0.984, atom 3 (Ru): 0.760, atom 4 (Sc): 0.612, atom 5 (S): 0.314, atom 6 (C): -0.333, atom 7 (C): 0.063, atom 8 (C): -0.732, atom 9 (C): -0.066, atom 10 (C): -0.072, atom 11 (C): -0.089, atom 12 (C): -0.231, atom 13 (C): -0.113, atom 14 (O): 0.235, atom 15 (O): 0.216, atom 16 (O): 0.184, atom 17 (O): 0.250, atom 18 (H): 0.141, atom 19 (H): 0.097, atom 20 (H): 0.098, atom 21 (H): 0.144, atom 22 (H): 0.074, atom 23 (H): 0.073, atom 24 (H): 0.144, atom 25 (H): 0.084, atom 26 (H): 0.045, atom 27 (C): -0.270, atom 28 (C): -0.251, atom 29 (C): -0.015, atom 30 (C): 0.051, atom 31 (C): 0.096, atom 32 (C): 0.038, atom 33 (C): 0.008, atom 34 (H): -0.136, atom 35 (H): 0.080, atom 36 (H): 0.126, atom 37 (H): 0.156, atom 38 (H): 0.158, atom 39 (H): 0.158, atom 40 (H): 0.095